The following is a quantum chemistry calculation of a structure of composition C12H35FInNO9 at a distorted geometry, from the OMol25 dataset.

Results
DFT total energy = -40796.638 eV
E_HOMO = -15.36 eV
E_LUMO = -12.638 eV
net charge = +2

XYZ file:
```
59
C12H35FInNO9 | the OMol25 dataset | ωB97M-V/def2-TZVPD
In 3.36 2.29 -0.26
F 0.65 1.25 0.27
O 2.12 3.35 -2.81
O 5.57 0.21 -0.66
O 2.50 0.43 -2.51
O 3.04 -0.69 0.27
O -0.72 -0.78 -1.13
O -1.94 1.89 -1.56
O -4.20 3.42 1.87
O -1.08 1.65 2.19
O -2.51 -2.47 1.17
N 0.71 -0.92 1.89
C -3.22 2.72 2.62
C -1.63 -1.66 1.85
C -2.40 0.68 -2.11
C 0.29 -3.33 2.19
C 1.99 1.08 -3.68
C -2.11 -0.55 -1.24
C -2.29 2.07 1.62
C -3.86 -2.34 1.62
C 5.17 -1.13 -0.72
C 4.17 -1.55 0.33
C 1.22 2.31 -3.23
C -0.16 -2.03 1.50
H -2.52 -1.44 -1.70
H 2.32 -0.88 0.90
H 0.13 -3.37 3.27
H 4.64 -1.29 -1.68
H 0.49 2.64 -3.97
H 4.54 -1.62 1.35
H -2.76 1.23 1.07
H 2.28 3.92 -3.58
H -0.24 -4.17 1.75
H -2.15 0.53 -3.16
H -2.04 2.84 0.87
H 3.77 -2.56 0.13
H -4.40 -3.16 1.15
H -3.49 0.75 -2.18
H -1.82 -0.61 1.55
H 1.36 -3.39 1.98
H -4.19 -1.36 1.25
H 0.61 -0.65 2.87
H -0.01 -2.19 0.44
H 0.65 2.14 -2.32
H 5.93 -1.89 -0.89
H -0.37 1.55 1.51
H -4.61 2.79 1.27
H 2.55 -0.51 -2.72
H -3.96 -2.36 2.71
H -0.32 -0.01 -0.68
H 1.40 0.38 -4.29
H -2.48 -0.34 -0.22
H 5.96 0.45 -1.51
H -3.78 2.05 3.28
H 2.85 1.31 -4.32
H -1.70 -1.65 2.95
H 0.43 -0.13 1.31
H -2.64 3.39 3.25
H -1.09 1.73 -1.11
```

These are the natural (NBO) partial charges, in e, on atoms 1 to 8: atom 1 (In): 1.006, atom 2 (F): -0.847, atom 3 (O): -0.751, atom 4 (O): -0.725, atom 5 (O): -0.759, atom 6 (O): -0.734, atom 7 (O): -0.614, atom 8 (O): -0.641

=====

The following is a quantum chemistry calculation of a cluster of 4 separate species, C12H35FNO15P3S in total at a distorted geometry, from the OMol25 dataset.

Results
structure (SMILES) = COC[C@H](N)S(=O)(=O)F.COP(=O)(OC)OC.COP(=O)(OC)OC.COP(=O)(OC)OC
DFT total energy = -86624.480 eV
E_HOMO = -9.60 eV
E_LUMO = -2.620 eV
net charge = 0

XYZ file:
```
68
C12H35FNO15P3S | the OMol25 dataset | ωB97M-V/def2-TZVPD
S -4.13 1.93 -1.48
P -0.26 4.04 3.00
P 4.19 -0.77 -1.32
P -1.85 -4.18 0.18
F -2.75 2.85 -1.40
O -3.05 -3.60 -0.56
O 3.91 -1.37 0.26
O 4.72 -0.32 -2.88
O 0.78 3.13 3.62
O 0.22 4.61 1.53
O -1.09 2.74 2.26
O -1.01 -4.37 -1.30
O -4.96 2.14 -0.26
O -2.54 -3.96 1.73
O 4.86 0.60 -0.69
O 0.27 5.48 3.76
O -4.82 2.39 -2.72
O -1.38 -0.67 -1.67
O -2.00 -5.82 0.33
O 2.70 -0.59 -1.59
N -4.90 -0.64 -2.18
C 1.67 5.68 3.87
C -3.77 0.11 -1.56
C -3.94 -4.21 1.87
C -0.39 5.81 1.05
C -2.44 -0.14 -2.44
C 0.29 -4.97 -1.25
C -0.48 0.35 -1.21
C -2.24 3.06 1.45
C 5.06 -1.70 1.06
C -1.27 -6.46 1.37
C 6.27 0.77 -0.83
C 4.06 0.76 -3.52
H -0.97 1.24 -0.74
H -0.47 -5.81 1.76
H -2.80 3.89 1.88
H 3.13 0.42 -3.98
H -5.64 0.02 -2.47
H 6.47 1.51 -1.61
H -4.24 -5.10 1.32
H -2.74 -0.95 -3.17
H 0.32 6.64 1.16
H 0.85 -4.65 -2.13
H 1.84 6.75 4.04
H 6.68 1.14 0.12
H 4.77 -2.42 1.81
H -3.61 -0.37 -0.55
H -1.30 6.05 1.60
H 0.25 0.71 -1.99
H 2.06 5.13 4.73
H -0.82 -7.37 0.98
H 5.85 -2.13 0.44
H 0.16 -0.13 -0.40
H 4.72 1.14 -4.30
H -1.91 3.32 0.44
H 2.19 5.38 2.96
H 3.85 1.57 -2.82
H -2.88 2.19 1.40
H -2.16 0.76 -3.06
H -4.14 -4.37 2.93
H -0.63 5.69 0.00
H 6.77 -0.17 -1.08
H -4.51 -3.35 1.53
H 0.83 -4.65 -0.36
H -1.95 -6.71 2.19
H -5.34 -1.19 -1.44
H 5.43 -0.80 1.56
H 0.21 -6.05 -1.26
```

These are the natural (NBO) partial charges, in e, on atoms 1 to 8: atom 1 (S): 2.221, atom 2 (P): 2.339, atom 3 (P): 2.336, atom 4 (P): 2.323, atom 5 (F): -0.484, atom 6 (O): -1.001, atom 7 (O): -0.658, atom 8 (O): -0.801

=====

The following is a quantum chemistry calculation of a structure of composition C12H35InNO8P2 at a distorted geometry, from the OMol25 dataset.

Results
DFT total energy = -54633.507 eV
E_HOMO = -3.76 eV
E_LUMO = 1.017 eV
net charge = -1

XYZ file:
```
59
C12H35InNO8P2 | the OMol25 dataset | ωB97M-V/def2-TZVPD
In -4.86 1.34 5.34
P -0.90 3.74 0.44
P 2.76 -3.50 -1.45
O -0.02 3.73 -0.96
O -1.38 3.36 1.80
O -0.95 5.38 0.47
O 1.49 -3.73 -0.44
O -2.26 3.45 -0.43
O 2.64 -5.08 -1.93
O 3.34 -2.26 -0.86
O 1.96 -2.96 -2.76
N -5.54 -0.51 4.53
C 1.47 -3.14 0.86
C -3.27 2.56 0.06
C 1.38 6.09 0.55
C 3.29 -3.71 -4.67
C -4.38 3.31 0.77
C 3.36 -6.09 -1.19
C 0.71 -1.82 0.86
C 0.02 6.09 1.23
C -0.56 1.52 -1.94
C 0.51 2.46 -1.41
C 2.71 -2.54 -3.90
C 2.78 -6.35 0.19
H 3.75 -3.37 -5.61
H 2.52 -4.44 -4.90
H 1.02 -1.18 0.04
H 2.08 6.75 1.08
H 0.97 -3.84 1.53
H -3.19 1.79 4.87
H 0.86 -1.29 1.80
H 3.19 -7.26 0.62
H 3.01 -5.53 0.88
H 1.69 -6.44 0.15
H -1.15 1.10 -1.12
H 2.48 -3.01 1.24
H -0.12 0.69 -2.48
H 4.41 -5.81 -1.11
H 1.81 5.09 0.54
H 1.30 6.42 -0.48
H -4.00 4.03 1.49
H -5.00 1.27 7.14
H 0.09 5.67 2.24
H -4.97 3.88 0.05
H 3.30 -7.00 -1.78
H -5.04 2.61 1.29
H -5.82 -0.45 3.56
H 1.21 2.69 -2.22
H -1.25 2.04 -2.60
H 1.08 1.99 -0.61
H -0.34 7.12 1.32
H -0.35 -2.01 0.73
H -5.98 2.66 4.79
H 2.01 -1.99 -4.54
H -4.91 -1.28 4.68
H 3.50 -1.84 -3.59
H -3.68 2.04 -0.81
H 4.06 -4.22 -4.09
H -2.84 1.80 0.71
```

These are the Mulliken partial charges, in e, on atoms 1 to 8: atom 1 (In): 0.444, atom 2 (P): 1.158, atom 3 (P): 1.120, atom 4 (O): -0.317, atom 5 (O): -0.737, atom 6 (O): -0.360, atom 7 (O): -0.346, atom 8 (O): -0.351

=====

The following is a quantum chemistry calculation of a structure of composition C12H35N3O5Sr2 at a distorted geometry, from the OMol25 dataset.

Results
ΔE to the lowest compared entry with this formula, charge and spin = 0.0 kcal/mol
DFT total energy = -29362.654 eV
E_HOMO (spin up / spin down) = -15.62 / -15.61 eV
E_LUMO (spin up / spin down) = -10.274 / -12.713 eV
net charge = +3
2S+1 = 2

XYZ file:
```
57
C12H35N3O5Sr2 | the OMol25 dataset | ωB97M-V/def2-TZVPD
Sr -3.73 3.54 0.57
Sr -1.23 5.09 -1.29
O -1.40 2.98 -0.12
O -2.49 -2.21 -0.96
O -3.52 4.35 -1.73
O 2.21 0.44 -0.84
O 0.93 -1.04 1.34
N -0.03 2.38 2.46
N 5.10 -2.14 -0.27
N -3.57 1.13 -0.74
C 0.19 -2.17 0.97
C 3.11 -0.72 -1.19
C 5.08 0.22 0.25
C 4.16 -1.01 -0.05
C -2.84 -0.99 -1.53
C -4.88 -0.70 -0.22
C 0.87 1.25 2.15
C -3.47 -0.29 -0.36
C 0.08 -0.03 1.85
C -2.24 -3.26 -1.88
C 1.98 0.94 3.16
C 1.04 0.35 -1.50
H 1.30 0.54 -2.54
H 2.95 0.75 2.70
H 0.55 -0.63 -1.46
H 4.65 1.18 0.53
H -4.25 4.72 -2.26
H -5.43 0.03 0.39
H -0.42 -0.25 2.80
H 5.77 -2.19 0.48
H -4.02 1.23 -1.64
H 5.72 0.36 -0.62
H 2.22 1.83 3.75
H 5.70 -0.05 1.11
H -0.18 3.01 1.68
H -3.34 -1.02 -2.50
H -4.95 -1.66 0.28
H -1.86 -0.61 -1.81
H 0.54 1.20 -1.04
H -2.30 -4.20 -1.34
H -0.74 0.19 1.17
H -1.25 -3.18 -2.33
H -5.31 -0.62 -1.22
H -2.97 -0.39 0.60
H 1.60 0.14 3.81
H 3.53 -1.30 0.79
H 0.18 -2.82 1.84
H 3.53 -0.49 -2.17
H 2.64 -1.70 -1.29
H -2.61 1.45 -0.83
H -0.80 -2.05 0.55
H 1.31 1.54 1.19
H -1.14 2.08 -0.41
H 5.69 -1.95 -1.08
H -2.91 -3.31 -2.73
H 0.43 2.88 3.20
H 0.82 -2.80 0.33
```

These are the natural (NBO) partial charges, in e, on atoms 1 to 8: atom 1 (Sr): 1.895, atom 2 (Sr): 1.927, atom 3 (O): -1.410, atom 4 (O): -0.554, atom 5 (O): -1.425, atom 6 (O): -0.357, atom 7 (O): -0.261, atom 8 (N): -0.851